{"formula": "C12H16N2O5S2", "method": "ωB97M-V/def2-TZVPD", "elements": ["O", "C", "O", "H", "C", "H", "H", "C", "C", "O", "N", "C", "H", "C", "N", "S", "O", "O", "C", "C", "C", "C", "S", "H", "H", "H", "C", "H", "C", "H", "H", "H", "H", "H", "H", "H", "H"], "xyz": [[-4.29862, -0.29499, -1.04214], [-4.34861, 0.47212, -0.11684], [-5.27754, 0.40669, 0.83400], [-5.83998, -0.37509, 0.71748], [-3.36468, 1.59274, 0.12635], [-2.89591, 1.84987, -0.82223], [-3.89210, 2.45996, 0.52253], [-2.33104, 1.10388, 1.15870], [-1.99241, -0.36892, 0.98318], [-2.36036, -1.19439, 1.79776], [-1.31344, -0.73888, -0.12811], [-0.78019, 0.11837, -1.15847], [-1.41295, 0.05426, -2.05348], [0.66130, -0.33424, -1.48935], [1.25140, -1.03841, -0.37496], [1.65599, -0.02512, 0.90272], [0.92227, 1.20965, 0.86899], [1.68994, -0.78495, 2.11062], [3.31926, 0.36127, 0.43148], [3.82707, 1.56247, 0.04220], [5.19991, 1.48566, -0.27657], [5.69464, 0.22826, -0.12313], [4.49927, -0.88473, 0.41750], [6.69733, -0.11029, -0.29293], [5.78535, 2.32632, -0.60128], [3.23109, 2.45526, 0.00059], [0.56230, -2.27195, -0.04140], [0.76383, -2.46002, 1.01320], [-0.94830, -2.12846, -0.29535], [-1.20857, -2.43511, -1.31331], [-1.52217, -2.71778, 0.42009], [0.98697, -3.08436, -0.64035], [1.28995, 0.53158, -1.70117], [0.68126, -1.00415, -2.35281], [-0.75130, 1.14519, -0.80330], [-2.76123, 1.18674, 2.15794], [-1.41971, 1.70152, 1.12187]], "nbo_charge": [-0.60, 0.80, -0.68, 0.50, -0.50, 0.23, 0.24, -0.50, 0.70, -0.63, -0.45, -0.23, 0.20, -0.24, -0.67, 2.34, -0.95, -0.92, -0.56, -0.20, -0.27, -0.39, 0.50, 0.24, 0.23, 0.24, -0.24, 0.25, -0.25, 0.19, 0.26, 0.20, 0.23, 0.21, 0.23, 0.25, 0.25], "relative_energy_kcal_mol": 0.0, "e_lumo_ev": 0.45, "fmax_ha_per_bohr": 0.0209, "homo_ev": -9.118}

=====

{"formula": "C12H16NO2", "method": "ωB97M-V/def2-TZVPD", "elements": ["C", "C", "C", "O", "C", "C", "C", "C", "C", "C", "H", "H", "H", "H", "H", "H", "H", "H", "H", "C", "C", "O", "N", "C", "H", "H", "H", "H", "H", "H", "H"], "xyz": [[0.66468, -3.29817, 3.66296], [0.82357, -3.40023, 2.02966], [-0.21915, -2.25145, 1.40543], [-1.38417, -2.56653, 0.81877], [0.30260, -0.67625, 1.61216], [-0.06881, 0.06495, 3.02669], [0.48393, 1.59328, 3.25290], [1.35966, 2.27319, 2.01821], [1.73665, 1.51932, 0.60664], [1.17594, -0.03113, 0.38228], [1.48674, -2.49791, 3.99180], [-0.35862, -2.75535, 3.95130], [1.91784, -3.00777, 1.75851], [0.63974, -4.47067, 1.58627], [-0.71654, -0.52173, 3.82793], [0.24555, 2.12879, 4.27391], [1.74924, 3.36635, 2.16892], [2.37923, 1.97449, -0.26057], [1.37859, -0.65242, -0.59673], [-0.20014, 1.03871, -4.50739], [-0.07570, 1.01271, -3.00934], [1.00896, 0.91944, -2.44146], [-1.22605, 1.09737, -2.27698], [-2.57898, 1.21141, -2.76430], [0.79189, 0.96376, -4.96116], [-0.80058, 0.18982, -4.84611], [-0.65669, 1.97953, -4.82701], [-1.07504, 1.07456, -1.27423], [-3.00601, 2.13621, -2.36819], [-3.14894, 0.35862, -2.38707], [-2.62940, 1.22709, -3.85381]], "nbo_charge": [-0.86, -0.51, 0.52, -0.66, -0.09, -0.22, -0.27, -0.27, -0.25, -0.24, 0.13, 0.12, 0.20, 0.20, 0.26, 0.22, 0.21, 0.24, 0.26, -0.72, 0.68, -0.64, -0.62, -0.41, 0.24, 0.23, 0.22, 0.43, 0.19, 0.21, 0.20], "relative_energy_kcal_mol": 142.4, "e_lumo_ev": 2.67, "fmax_ha_per_bohr": 0.1338, "homo_ev": -1.983, "charge": -1}

=====

{"formula": "C12H16OS", "method": "ωB97M-V/def2-TZVPD", "elements": ["C", "C", "C", "C", "C", "C", "C", "C", "C", "C", "C", "C", "O", "S", "H", "H", "H", "H", "H", "H", "H", "H", "H", "H", "H", "H", "H", "H", "H", "H"], "xyz": [[-1.94427, -3.31052, 1.25105], [-1.61875, -2.23163, 1.99624], [-1.15705, -3.65236, 0.13752], [-0.54368, -1.42393, 1.65719], [-0.10205, -2.89360, -0.21187], [0.25923, -1.78391, 0.58731], [0.90530, 0.33329, -1.02029], [0.35860, 1.55179, -0.26420], [1.42627, 2.14373, 0.70270], [-1.24823, 2.47261, -2.17020], [-0.08133, 2.70991, -1.24649], [1.91129, 1.53420, 1.74438], [2.69130, -1.78214, -0.64748], [1.85562, -0.87992, 0.17581], [-2.87850, -3.91535, 1.65045], [-2.13491, -1.88283, 2.87531], [-1.51524, -4.56163, -0.38551], [-0.15755, -0.50433, 2.25989], [0.48129, -3.08754, -1.04542], [1.74345, 0.65293, -1.69009], [0.24339, -0.35555, -1.51978], [-0.61982, 1.37165, 0.24105], [1.94943, 3.11070, 0.43778], [-1.45515, 3.36654, -2.71143], [-2.11244, 1.97634, -1.87509], [-0.84034, 1.83823, -2.93629], [-0.39479, 3.62974, -0.73546], [0.86360, 2.95365, -1.78918], [2.64086, 1.97091, 2.36234], [1.47447, 0.64903, 2.16973]], "nbo_charge": [-0.20, -0.23, -0.21, -0.21, -0.22, -0.23, -0.55, -0.30, -0.19, -0.62, -0.37, -0.37, -0.96, 1.24, 0.22, 0.22, 0.22, 0.22, 0.23, 0.23, 0.23, 0.22, 0.21, 0.21, 0.21, 0.20, 0.21, 0.19, 0.20, 0.18], "relative_energy_kcal_mol": 14.8, "e_lumo_ev": 0.80, "fmax_ha_per_bohr": 0.0623, "homo_ev": -8.648}